# 1
Here is an isolated molecule of C6H11NO in a non-equilibrium geometry from the OMol25 dataset. Energies are from ωB97M-V/def2-TZVPD.

The geometry in ORCA input format:
```
! wB97M-V def2-TZVPD RIJCOSX def2/J DEFGRID3
* xyz 0 1
C -0.993 0.932 -0.796
C -1.322 0.567 0.681
C -1.092 -0.526 1.423
C -0.082 -1.554 1.069
C 1.091 -1.425 0.449
C 1.879 -0.278 -0.042
H -2.918 1.285 -1.366
H -1.986 2.017 -2.291
H -1.155 -0.128 -1.398
H 0.194 1.372 -0.712
H -1.902 1.367 0.977
H -1.591 -0.548 2.410
H -0.317 -2.531 1.574
H 1.847 -2.345 0.720
H 1.563 -0.119 -1.054
H 1.685 0.638 0.527
H 3.863 0.060 -0.730
N -2.086 1.857 -1.330
O 3.322 -0.642 -0.112
*
```

- Energy above the lowest of the compared OMol25 structures with the same formula, charge and spin: 4.411 eV
- F_max: 4.8 eV/A
- M: 113.16 u
- SMILES string: NC/C=C\C=C/CO
- E_tot: -9934.0436 eV



# 2
Here is a structure of composition C6H11NO in a non-equilibrium geometry from the OMol25 dataset. Energies are from ωB97M-V/def2-TZVPD.

The geometry in ORCA input format:
```
! wB97M-V def2-TZVPD RIJCOSX def2/J DEFGRID3
* xyz 0 1
C 0.237 1.969 -1.409
C 0.202 0.557 -0.890
C 0.019 -0.495 -1.721
O 1.439 0.338 0.159
H 1.851 -0.504 -0.092
H -0.765 2.293 -1.694
H 0.611 2.647 -0.642
H 0.902 2.044 -2.269
H 0.051 -1.515 -1.370
H -0.307 -0.324 -2.735
C -0.042 0.117 1.565
C -0.040 -1.328 1.781
C -0.914 -2.144 1.188
N -0.886 0.652 0.679
H -0.985 1.652 0.825
H 0.433 0.717 2.341
H 0.779 -1.723 2.372
H -1.732 -1.736 0.610
H -0.854 -3.217 1.302
*
```

- Energy above the lowest of the compared OMol25 structures with the same formula, charge and spin: 5.076 eV
- F_max: 3.0 eV/A
- M: 113.16 u
- E_tot: -9933.3786 eV



# 3
Here is an isolated molecule of C6H11NO in a non-equilibrium geometry from the OMol25 dataset. Energies are from ωB97M-V/def2-TZVPD.

The geometry in ORCA input format:
```
! wB97M-V def2-TZVPD RIJCOSX def2/J DEFGRID3
* xyz 0 1
C -0.877 -1.041 -2.004
C -0.146 -0.741 -0.723
C 0.363 -1.736 0.046
O 0.991 0.464 -1.016
H 1.823 0.118 -0.653
H -1.907 -1.336 -1.792
H -0.896 -0.162 -2.649
H -0.380 -1.843 -2.548
H 0.926 -1.536 0.946
H 0.102 -2.761 -0.171
C -0.116 1.513 0.229
C 0.664 1.504 1.465
C 0.372 0.705 2.493
N -1.089 0.599 0.051
H -1.729 0.895 -0.679
H -0.111 2.445 -0.334
H 1.536 2.149 1.488
H -0.512 0.082 2.466
H 0.987 0.682 3.383
*
```

- Energy above the lowest of the compared OMol25 structures with the same formula, charge and spin: 5.306 eV
- F_max: 1.6 eV/A
- M: 113.16 u
- E_tot: -9933.1483 eV



# 4
Here is a structure of composition C6H11NO in a non-equilibrium geometry from the OMol25 dataset. Energies are from ωB97M-V/def2-TZVPD.

The geometry in ORCA input format:
```
! wB97M-V def2-TZVPD RIJCOSX def2/J DEFGRID3
* xyz 0 1
C 2.417 -0.790 -0.365
C 1.454 -0.071 0.587
C -0.322 0.837 -0.348
C -1.838 0.795 0.015
C -2.108 -0.664 -0.097
C -0.046 -0.357 0.498
H 3.472 -0.396 -0.272
H 2.406 -1.855 -0.240
H 2.039 -0.655 -1.387
H 1.814 0.110 1.585
H 1.461 1.965 -0.334
H -0.319 0.666 -1.453
H -2.480 1.363 -0.689
H -2.136 1.226 0.980
H -2.775 -0.875 0.807
H -2.564 -0.919 -1.071
H -0.427 -0.245 1.493
N 0.916 1.313 0.187
O -0.964 -1.449 0.105
*
```

- Energy above the lowest of the compared OMol25 structures with the same formula, charge and spin: 4.197 eV
- F_max: 4.2 eV/A
- M: 113.16 u
- E_tot: -9934.2576 eV



# 5
Here is an isolated molecule of C6H11NO in a non-equilibrium geometry from the OMol25 dataset. Energies are from ωB97M-V/def2-TZVPD.

The geometry in ORCA input format:
```
! wB97M-V def2-TZVPD RIJCOSX def2/J DEFGRID3
* xyz 0 1
O -0.514 0.874 -2.937
C 0.229 0.463 -2.024
N -0.357 -0.458 -1.195
C 0.287 -0.878 0.037
C -0.226 0.072 1.334
C -0.498 1.360 0.593
C 0.104 2.566 0.609
C 0.195 -2.404 0.347
H 1.227 0.920 -1.868
H -1.320 -0.666 -1.330
H 1.477 -0.667 -0.132
H -1.171 -0.388 1.687
H 0.585 0.167 2.119
H -1.498 1.256 0.095
H 1.056 2.793 1.108
H -0.192 3.360 0.039
H 1.134 -2.968 0.217
H -0.009 -2.393 1.465
H -0.510 -3.011 -0.167
*
```

- Energy above the lowest of the compared OMol25 structures with the same formula, charge and spin: 2.456 eV
- F_max: 4.4 eV/A
- M: 113.16 u
- SMILES string: C=CC[C@@H](C)NC=O
- E_tot: -9935.9988 eV



# 6
Here is an isolated molecule of C6H11NO in a non-equilibrium geometry from the OMol25 dataset. Energies are from ωB97M-V/def2-TZVPD.

The geometry in ORCA input format:
```
! wB97M-V def2-TZVPD RIJCOSX def2/J DEFGRID3
* xyz 0 1
C 1.062 -0.834 2.033
C 0.244 1.432 -1.656
C 0.048 -0.826 -0.399
C 0.279 -0.333 0.843
N 0.334 -1.883 -1.101
C -0.706 0.809 0.681
C -0.631 0.491 -0.832
O -1.965 0.567 1.343
H -2.620 1.047 0.812
H -0.090 -2.066 -2.008
H 0.673 -2.736 -0.661
H -0.333 1.804 0.948
H -1.613 0.367 -1.306
H 0.752 -0.355 2.963
H 1.049 -1.926 2.088
H 2.118 -0.587 1.867
H 0.509 0.977 -2.617
H -0.287 2.367 -1.860
H 1.176 1.685 -1.136
*
```

- Energy above the lowest of the compared OMol25 structures with the same formula, charge and spin: 2.011 eV
- F_max: 4.4 eV/A
- M: 113.16 u
- SMILES string: CC1=C(N)[C@H](C)[C@H]1O
- E_tot: -9936.4434 eV



# 7
Here is a cluster of 2 separate species, C6H11NO in total in a non-equilibrium geometry from the OMol25 dataset. Energies are from ωB97M-V/def2-TZVPD.

The geometry in ORCA input format:
```
! wB97M-V def2-TZVPD RIJCOSX def2/J DEFGRID3
* xyz 0 1
C 1.303 -0.433 -0.322
C -2.192 0.008 -0.980
C -1.367 -0.274 0.259
C 2.249 -1.531 -0.150
C 1.516 1.013 -0.443
C -1.418 0.776 1.350
N -0.456 -1.282 0.308
O -2.730 -0.805 -0.023
H -2.708 0.979 -1.079
H -2.031 -0.501 -1.898
H 3.274 -1.084 -0.007
H 2.085 -2.130 0.712
H 2.321 -2.070 -1.105
H 2.388 1.295 0.261
H 0.462 1.465 -0.255
H 1.848 1.375 -1.471
H -1.010 1.708 1.130
H -1.005 0.525 2.263
H -2.529 0.965 1.450
*
```

- Energy above the lowest of the compared OMol25 structures with the same formula, charge and spin: 7.831 eV
- F_max: 5.1 eV/A
- M: 113.16 u
- E_tot: -9930.6233 eV



# 8
Here is an isolated molecule of C6H11NO in a non-equilibrium geometry from the OMol25 dataset. Energies are from ωB97M-V/def2-TZVPD.

The geometry in ORCA input format:
```
! wB97M-V def2-TZVPD RIJCOSX def2/J DEFGRID3
* xyz 0 1
C -0.858 0.424 -0.091
C 0.170 1.293 -0.769
C 1.487 0.870 -0.092
C 1.761 -0.671 -0.029
C -0.497 -1.039 -0.387
C -1.952 -0.507 -0.520
H -0.892 1.619 1.441
H 0.212 1.192 -1.823
H 0.000 2.346 -0.528
H 2.332 1.371 -0.575
H 1.453 1.201 0.959
H 2.015 -1.016 -1.068
H 2.577 -0.875 0.585
H 0.331 -1.043 1.438
H -0.269 -1.114 -1.446
H -2.784 -0.641 0.171
H -2.318 -0.503 -1.518
N 0.588 -1.469 0.497
O -0.930 0.691 1.276
*
```

- Energy above the lowest of the compared OMol25 structures with the same formula, charge and spin: 3.395 eV
- F_max: 2.7 eV/A
- M: 113.16 u
- SMILES string: O[C@@]12CCCN[C@H]1C2
- E_tot: -9935.0595 eV